No. 1
45
Properties=species:S:1:pos:R:3 method="wB97M-V/def2-TZVPD" e_lumo_ev="-6.1 / -5.9" spin_multiplicity=4 homo_energy_ev="-11.02 / -12.70" charge=+2 e_above_lowest_ev=0.000 orbital_gap_ev="4.924 / 6.762" total_energy_ev=-81628.644
C 0.741 1.641 -0.287
I -1.418 0.592 -0.034
H 0.764 0.639 -0.759
H 1.718 2.002 -0.681
H 0.061 2.403 -0.704
Er 0.461 -3.261 -3.240
P 1.611 -2.459 -1.188
C 2.498 -1.937 0.289
C 1.266 -4.303 -1.006
H 2.225 -4.809 -0.845
H 3.520 -3.471 -2.526
H 0.694 -4.922 -1.775
H 2.524 -2.475 -3.675
H 1.940 -2.226 1.194
H 0.661 -4.367 -0.091
C 2.875 -2.588 -2.598
H 3.504 -2.386 0.324
H 3.474 -1.685 -2.426
H 2.586 -0.841 0.332
P -3.503 1.661 -0.707
C -3.825 3.098 0.317
C -3.173 2.116 -2.413
H -4.610 -0.368 -1.325
H -5.754 0.913 -0.791
H -4.813 -0.014 0.425
C -4.792 0.424 -0.584
H -2.910 1.216 -2.986
H -4.082 2.577 -2.829
H -4.716 3.592 -0.093
H -2.980 3.800 0.299
H -2.343 2.837 -2.464
H -4.026 2.806 1.357
Cl -1.633 -2.071 -3.067
C 2.015 -0.475 3.992
C 1.742 0.490 2.908
N 0.989 0.376 1.862
C 0.865 1.723 1.249
C 1.985 2.442 1.850
N 2.359 1.733 2.930
H 1.714 -0.045 4.954
H 1.443 -1.386 3.817
H 3.082 -0.712 4.029
H -0.026 2.241 1.665
H 2.270 3.470 1.659
H 3.019 2.009 3.642


No. 2
47
Properties=species:S:1:pos:R:3 method="wB97M-V/def2-TZVPD" e_lumo_ev="-11.7 / -15.7" spin_multiplicity=5 homo_energy_ev="-19.15 / -20.06" charge=+3 e_above_lowest_ev=0.000 orbital_gap_ev="7.471 / 4.380" total_energy_ev=-61671.740
C 2.662 -1.493 -2.510
I 3.359 -1.385 -0.270
H 3.640 -1.806 -2.896
H 2.428 -0.514 -2.930
H 1.922 -2.272 -2.721
Os 0.860 -0.997 -0.212
P -0.585 -2.808 -0.200
C -1.600 -3.089 -1.665
C 0.464 -4.308 -0.076
H -1.423 -2.692 2.086
H -2.033 -4.134 1.244
H -2.738 -2.537 0.896
C -1.812 -3.066 1.137
H 1.054 -4.269 0.845
H -0.179 -5.197 -0.072
H -1.967 -4.124 -1.711
H -1.025 -2.876 -2.573
H 1.138 -4.343 -0.937
H -2.461 -2.409 -1.634
C 0.178 -0.401 -1.822
O -0.334 0.002 -2.802
Cl 0.997 -1.630 2.150
C -1.713 1.192 3.870
C -1.477 0.803 2.427
O -0.164 1.296 2.038
P 0.529 1.127 0.584
O -0.275 2.108 -0.419
C -1.051 3.319 -0.081
C -2.174 3.395 -1.077
O 1.915 1.856 0.953
C 2.748 2.754 0.161
C 2.797 2.442 -1.309
H -0.953 0.768 4.535
H -2.685 0.826 4.213
H -1.716 2.281 3.994
H -1.481 -0.286 2.294
H -2.237 1.251 1.769
H -1.414 3.251 0.946
H -0.372 4.189 -0.165
H -2.778 2.480 -1.010
H -2.815 4.253 -0.871
H -1.798 3.482 -2.096
H 2.381 3.773 0.342
H 3.734 2.672 0.630
H 1.808 2.557 -1.769
H 3.480 3.140 -1.804
H 3.164 1.422 -1.483